#a
A 2-piece molecular cluster, C2H3F2N overall, computed with the ωB97M-V functional and the def2-TZVPD basis.

```
8
Properties=species:S:1:pos:R:3:nbo_charge:R:1
C -1.542 -0.181 -0.004 0.487
C 2.476 -0.254 -0.536 0.275
N -1.140 0.760 0.721 -0.662
F -1.278 -1.466 0.204 -0.333
F 2.823 0.877 -0.096 -0.295
H -2.163 -0.043 -0.866 0.151
H 1.516 -0.059 -1.028 0.020
H -0.692 0.366 1.604 0.356
```

## Properties
Kohn-Sham gap = 9.25 eV
multiplicity = 1
total charge = 0
HOMO level = -9.43 eV

=====

#b
One molecule with the formula C2H3F2N, computed with the ωB97M-V functional and the def2-TZVPD basis.

```
8
Properties=species:S:1:pos:R:3:nbo_charge:R:1
F 2.389 -0.028 -0.444 -0.327
C 1.127 0.370 -0.112 0.314
C 0.031 -0.482 0.007 -0.187
N -1.127 0.237 0.323 -0.250
F -2.042 0.240 -0.849 -0.287
H 1.132 1.381 0.172 0.177
H 0.074 -1.524 -0.245 0.201
H -1.585 -0.194 1.149 0.358
```

## Properties
Kohn-Sham gap = 10.90 eV
SMILES = F/C=C/NF
multiplicity = 1
total charge = 0
HOMO level = -10.31 eV

=====

It turns out #b is the most stable, with the second structure 0.0377 hartree higher.

=====

#a
A 2-piece molecular cluster, C4H13N3 overall, computed with the ωB97M-V functional and the def2-TZVPD basis.

```
20
Properties=species:S:1:pos:R:3:nbo_charge:R:1
C -2.095 1.220 0.619 -0.191
C -1.217 0.261 -0.174 -0.500
C -0.135 1.168 -0.655 -0.280
N 3.647 -1.436 -0.374 -0.817
C 2.309 -1.301 -0.125 0.327
N 1.530 -0.420 -0.662 -0.743
N -3.374 0.448 1.074 -0.689
H -1.650 1.572 1.540 0.228
H -2.486 1.980 -0.047 0.234
H -0.944 -0.650 0.374 0.216
H -1.746 -0.193 -1.025 0.219
H 0.291 1.746 0.150 0.175
H 0.123 1.385 -1.674 0.207
H 4.095 -2.251 0.022 0.392
H 4.246 -0.632 -0.256 0.404
H 1.883 -2.165 0.401 0.150
H 2.024 -0.301 -1.556 0.358
H -3.837 0.003 0.279 0.438
H -4.134 0.941 1.554 0.439
H -3.075 -0.255 1.750 0.434
```

## Properties
Kohn-Sham gap (spin up / spin down) = 6.73 / 8.59 eV
multiplicity = 2
total charge = +1
HOMO level (spin up / spin down) = -10.19 / -12.06 eV

=====

#b
An isolated ion of composition C4H13N3 and charge +1, computed with the ωB97M-V functional and the def2-TZVPD basis.

```
20
Properties=species:S:1:pos:R:3:nbo_charge:R:1
C -1.265 -1.127 0.365 -0.288
N 0.087 -0.639 0.320 -0.145
C 0.942 -0.570 -0.809 -0.302
C 2.353 -0.028 -0.438 -0.231
N 2.508 1.251 0.164 -0.818
C -2.235 -0.016 0.815 -0.238
N -2.317 1.169 -0.015 -0.764
H -1.291 -1.940 1.093 0.279
H -1.524 -1.549 -0.600 0.235
H 0.203 0.114 1.004 0.395
H 0.466 0.078 -1.572 0.264
H 1.097 -1.557 -1.262 0.258
H 2.752 -0.770 0.264 0.206
H 2.952 -0.161 -1.337 0.238
H 1.913 1.501 0.938 0.362
H 2.591 2.017 -0.494 0.388
H -2.057 0.235 1.860 0.214
H -3.212 -0.482 0.790 0.242
H -1.401 1.588 -0.127 0.340
H -2.562 0.886 -0.959 0.364
```

## Properties
Kohn-Sham gap (spin up / spin down) = 10.60 / 5.89 eV
multiplicity = 2
total charge = +1
HOMO level (spin up / spin down) = -13.62 / -13.58 eV

=====

It turns out #b is the most stable, with the second structure 0.0383 hartree higher.